No. 1
83
Properties=species:S:1:pos:R:3 method="wB97M-V/def2-TZVPD" de_lowest_kj_mol=30.8 e_lumo_ev=-1.42 e_homo_ev=-8.379
Ti -0.259 0.079 -1.691
F -1.190 -4.801 -4.140
C -1.402 -3.937 -3.153
C -2.216 -4.304 -2.092
F -2.782 -5.508 -2.086
C -2.427 -3.422 -1.045
F -3.229 -3.822 -0.049
C -1.822 -2.180 -1.048
P -1.793 -0.921 0.268
C -0.933 -1.637 1.701
C 0.114 -0.892 2.240
C 0.846 -1.375 3.317
C 0.535 -2.612 3.858
C -0.518 -3.356 3.337
C -1.254 -2.870 2.269
C -3.522 -0.761 0.792
C -4.546 -0.746 -0.153
C -5.851 -0.511 0.247
C -6.144 -0.281 1.585
C -5.128 -0.299 2.529
C -3.819 -0.531 2.134
C -1.034 -1.786 -2.143
Br -2.585 1.200 -2.273
C -0.831 -2.676 -3.169
F -0.062 -2.359 -4.227
H 0.367 0.071 1.809
H 1.661 -0.789 3.724
H 1.109 -2.999 4.690
H -0.765 -4.319 3.764
H -2.080 -3.450 1.880
H -4.322 -0.915 -1.197
H -6.641 -0.496 -0.492
H -7.164 -0.091 1.891
H -5.352 -0.130 3.575
H -3.030 -0.553 2.878
O 1.382 3.042 -3.569
C 1.468 1.852 -3.487
O 0.479 1.100 -2.950
C 2.672 1.075 -3.924
C 2.672 -0.310 -4.023
C 3.832 -0.980 -4.382
C 4.965 -0.233 -4.628
C 4.993 1.147 -4.546
C 3.827 1.803 -4.194
N 6.215 -0.945 -5.002
O 7.199 -0.270 -5.216
O 6.168 -2.155 -5.069
H 1.768 -0.876 -3.846
H 3.862 -2.055 -4.473
H 5.909 1.680 -4.753
H 3.799 2.880 -4.115
F 0.978 -2.807 -0.399
C 1.856 -1.795 -0.272
C 1.557 -0.516 -0.728
C 2.579 0.402 -0.516
F 2.467 1.673 -0.954
C 3.775 0.112 0.117
F 4.707 1.051 0.287
C 4.004 -1.175 0.568
F 5.141 -1.481 1.181
C 3.034 -2.139 0.369
F 3.237 -3.382 0.806
C -1.449 4.825 3.445
Ge -0.862 2.995 3.140
C -1.548 1.758 4.480
C 1.084 2.928 3.101
C -1.624 2.413 1.410
Se -0.359 2.223 -0.045
C -0.471 3.960 -0.878
H -1.129 5.173 4.428
H -2.535 4.905 3.389
H -1.013 5.483 2.693
H -1.057 1.922 5.440
H -1.351 0.731 4.169
H -2.622 1.884 4.620
H 1.484 3.427 3.985
H 1.476 3.424 2.213
H 1.445 1.899 3.097
H -2.392 3.103 1.058
H -2.102 1.443 1.544
H 0.067 4.671 -0.257
H -1.518 4.234 -0.985
H -0.002 3.879 -1.856

No. 2
97
Properties=species:S:1:pos:R:3 method="wB97M-V/def2-TZVPD" de_lowest_kj_mol=246.4 multiplicity=2 charge=+1 e_lumo_ev="-3.39 / -3.56" e_homo_ev="-9.867 / -10.579"
Au 0.191 -1.504 -0.363
N 2.602 -2.124 -0.317
C 3.112 -2.056 1.032
C 4.471 -1.883 1.263
C 4.955 -1.833 2.561
C 4.089 -1.960 3.639
C 2.734 -2.107 3.409
C 2.229 -2.150 2.110
P 0.447 -2.142 1.833
C -0.288 -3.689 2.351
C -1.627 -3.916 2.034
C -2.228 -5.105 2.410
C -1.494 -6.074 3.084
C -0.155 -5.861 3.376
C 0.452 -4.669 3.007
C -0.166 -0.798 2.866
C 0.345 0.478 2.623
C -0.175 1.575 3.281
C -1.216 1.404 4.188
C -1.720 0.138 4.442
C -1.197 -0.967 3.778
H 2.473 -3.088 -0.609
H 3.217 -1.678 -0.987
H 5.152 -1.796 0.426
H 6.015 -1.700 2.730
H 4.470 -1.929 4.650
H 2.052 -2.154 4.251
H -2.188 -3.179 1.473
H -3.265 -5.281 2.162
H -1.967 -7.003 3.372
H 0.420 -6.621 3.887
H 1.501 -4.512 3.227
H 1.154 0.620 1.912
H 0.222 2.562 3.079
H -1.636 2.262 4.695
H -2.523 0.005 5.152
H -1.599 -1.953 3.977
C 0.863 6.605 2.453
C 0.631 5.397 1.593
C 1.690 4.598 1.176
C 1.481 3.486 0.370
C 2.653 2.645 -0.028
C 0.176 3.218 -0.039
Te -0.399 1.751 -1.436
N 0.237 -0.210 -2.129
C -0.822 -0.483 -3.024
O -1.679 0.276 -3.449
C -0.838 -1.949 -3.341
C -2.165 -2.591 -3.086
C -2.096 -4.109 -2.906
C -0.866 -4.811 -3.377
C 0.206 -4.123 -3.761
C 0.246 -2.657 -3.653
C 0.797 2.610 -2.935
C 2.064 2.112 -3.207
C 2.840 2.683 -4.203
C 2.336 3.748 -4.936
C 1.064 4.227 -4.669
C 0.268 3.671 -3.667
C -1.106 4.227 -3.426
C -0.938 3.943 0.406
C -2.396 3.695 0.113
C -0.654 5.047 1.207
H 1.902 6.676 2.769
H 0.235 6.578 3.344
H 0.616 7.519 1.911
H 2.697 4.842 1.492
H 3.358 2.564 0.800
H 3.176 3.081 -0.879
H 2.361 1.628 -0.312
H -2.919 -2.202 -3.772
H -2.989 -4.617 -3.281
H -0.874 -5.892 -3.435
H 1.080 -4.639 -4.133
H 1.190 -2.152 -3.817
H 2.449 1.266 -2.655
H 3.827 2.294 -4.413
H 2.925 4.200 -5.722
H 0.665 5.049 -5.251
H -1.412 4.855 -4.260
H -1.130 4.838 -2.520
H -1.853 3.435 -3.318
H -2.633 2.724 -0.309
H -2.774 4.465 -0.562
H -2.952 3.769 1.048
H -1.491 5.643 1.555
O -2.247 0.329 0.249
C -2.678 -0.663 -0.335
C -4.093 -0.875 -0.853
C -4.067 -2.339 -1.296
C -2.587 -2.596 -1.583
O -2.183 -3.976 -1.465
N -1.920 -1.729 -0.664
H -4.250 -0.183 -1.684
H -4.825 -0.645 -0.080
H -4.700 -2.574 -2.151
H -4.352 -2.989 -0.466

No. 3
11
Properties=species:S:1:pos:R:3 method="wB97M-V/def2-TZVPD" de_lowest_kj_mol=329.2 e_lumo_ev=0.73 e_homo_ev=-10.271
O 1.115 1.642 -0.103
C 0.113 1.580 0.563
C -0.832 0.395 0.574
N -0.477 -0.593 -0.395
C 0.561 -1.236 -0.171
O 1.516 -1.765 0.233
H -0.192 2.399 1.243
H -0.847 -0.037 1.581
H -1.844 0.742 0.349
H -0.147 -1.412 -1.829
H 0.414 -1.954 -1.844

No. 4
33
Properties=species:S:1:pos:R:3 method="wB97M-V/def2-TZVPD" de_lowest_kj_mol=0.0 e_lumo_ev=0.67 e_homo_ev=-7.701
O -2.094 1.371 5.263
C -1.551 1.996 4.380
C -1.372 1.553 3.008
C -1.851 0.301 2.608
C -1.696 -0.158 1.318
C -1.041 0.660 0.398
C -0.560 1.925 0.791
C -0.719 2.373 2.072
C 0.079 2.595 -0.395
C 0.032 1.502 -1.476
N -0.806 0.450 -0.923
C -0.896 -0.807 -1.614
C 0.413 -1.565 -1.629
C 1.119 -1.761 -0.447
C 2.322 -2.444 -0.456
C 2.831 -2.942 -1.644
C 2.133 -2.750 -2.824
C 0.933 -2.061 -2.816
H -1.133 3.005 4.579
H -2.349 -0.307 3.349
H -2.070 -1.130 1.036
H -0.345 3.342 2.372
H -0.495 3.475 -0.691
H 1.098 2.916 -0.181
H 1.033 1.107 -1.695
H -0.403 1.860 -2.415
H -1.219 -0.612 -2.643
H -1.667 -1.411 -1.128
H 0.726 -1.374 0.482
H 2.862 -2.590 0.468
H 3.769 -3.476 -1.650
H 2.526 -3.134 -3.754
H 0.393 -1.910 -3.740